Record 1
DFT (ωB97M-V with the def2-TZVPD basis set) results for 11 unconnected molecules or ions with the total composition C44H66O33 at a distorted geometry.

Results
Frontier orbital gap   9.7 eV
Total charge   0
Strongest force on any atom   1.59 eV/Å
SMILES   C[C@H]1COC(=O)O1.C[C@H]1COC(=O)O1.C[C@H]1COC(=O)O1.C[C@H]1COC(=O)O1.C[C@H]1COC(=O)O1.C[C@H]1COC(=O)O1.C[C@H]1COC(=O)O1.C[C@H]1COC(=O)O1.C[C@H]1COC(=O)O1.C[C@H]1COC(=O)O1.C[C@H]1COC(=O)O1
Lowest unoccupied orbital energy   -0.6 eV

```
143
Properties=species:S:1:pos:R:3:mulliken_charge:R:1
C 5.92913 1.71301 4.49413 -1.4131
C 4.59141 1.92562 3.81936 0.4878
C 3.70500 0.66560 3.89032 0.0513
O 2.66540 0.98716 4.82015 -0.2760
C 2.83450 2.25083 5.27735 0.5468
O 2.16220 2.77406 6.09597 -0.5230
O 3.86822 2.85708 4.64474 -0.3824
H 6.53904 2.60840 4.60335 0.3736
H 6.49574 0.95273 3.94499 0.3622
H 5.81333 1.33429 5.51346 0.3332
H 4.68819 2.26699 2.79211 0.3153
H 4.24210 -0.21384 4.23085 -0.0825
H 3.20377 0.53701 2.93135 0.1979
C 7.17120 1.52067 -3.28678 -1.4315
C 6.01977 1.33554 -2.31310 0.4217
C 4.96603 2.40769 -2.28122 0.0581
O 3.79032 1.67471 -1.87297 -0.1985
C 3.95131 0.40687 -2.30753 0.6309
O 3.08521 -0.41666 -2.37308 -0.5008
O 5.20155 0.22901 -2.77034 -0.3936
H 6.81514 1.85182 -4.26248 0.3096
H 7.71113 0.57877 -3.33220 0.3783
H 7.82591 2.31284 -2.92049 0.3948
H 6.48944 1.06309 -1.36377 0.2712
H 4.78608 2.77970 -3.28851 -0.2653
H 5.10673 3.23100 -1.58846 0.3279
C 1.42804 -2.06041 -4.67983 -0.9600
C 0.95989 -2.15999 -6.11800 0.4967
C -0.35099 -2.90616 -6.35138 -0.3734
O -1.24614 -1.98520 -6.98673 -0.3855
C -0.61356 -0.79815 -7.13367 0.5683
O -1.11344 0.19495 -7.54523 -0.5097
O 0.62999 -0.84739 -6.60123 -0.2191
H 2.18813 -1.28360 -4.62524 -0.0514
H 1.98100 -2.96714 -4.42734 0.5051
H 0.59079 -1.87640 -4.01304 0.2749
H 1.70782 -2.69230 -6.70946 0.2738
H -0.85069 -3.25679 -5.44284 0.1137
H -0.27015 -3.78319 -6.99402 0.2861
C 4.74774 -3.37276 3.94830 -1.1592
C 4.59249 -3.71626 2.47030 0.4083
C 3.85531 -5.01317 2.15720 -0.5073
O 2.51379 -4.57239 1.97388 -0.3264
C 2.48867 -3.24820 1.77603 0.3905
O 1.52349 -2.60600 1.50863 -0.5383
O 3.71375 -2.69529 1.96567 -0.1671
H 5.16621 -2.37081 4.01754 0.1957
H 5.42797 -4.05222 4.46813 0.4226
H 3.78205 -3.40311 4.45602 0.2407
H 5.58875 -3.67891 2.03146 0.3535
H 3.94728 -5.72628 2.97060 0.3280
H 4.24881 -5.43063 1.23011 0.2863
C 0.70104 1.69944 -4.63576 -1.1341
C 2.12635 1.73152 -5.13660 1.2052
C 2.22688 2.06418 -6.64002 -0.4008
O 3.09599 3.20646 -6.67219 -0.3986
C 3.39934 3.62653 -5.43655 0.5711
O 4.11287 4.53459 -5.15967 -0.5482
O 2.74677 2.86508 -4.52405 -0.3900
H 0.06475 1.04933 -5.23485 0.1464
H 0.30263 2.71050 -4.74473 0.4886
H 0.53751 1.39025 -3.60338 -0.0666
H 2.69582 0.84473 -4.85496 -0.1525
H 1.24898 2.42359 -6.97441 0.2846
H 2.52840 1.30633 -7.35417 0.3331
C 0.47677 -2.22184 5.69216 -1.2850
C -0.75065 -2.06836 4.81207 1.1807
C -2.05526 -2.68811 5.36736 -0.5511
O -2.96730 -1.62812 5.46818 -0.3535
C -2.42231 -0.49271 4.94497 0.4431
O -3.05457 0.49075 4.74752 -0.4705
O -1.09436 -0.65048 4.81641 -0.2153
H 0.14016 -2.42330 6.71150 0.4228
H 1.02661 -1.27999 5.72806 0.1657
H 1.20572 -2.99421 5.44769 0.2727
H -0.56225 -2.28981 3.76130 -0.2143
H -1.91891 -3.16083 6.34093 0.3354
H -2.36355 -3.50187 4.70417 0.2920
C -6.37388 2.43096 4.35545 -1.4662
C -6.33665 2.39631 2.85872 1.1293
C -6.03744 0.97844 2.32905 0.2733
O -7.35786 0.49207 2.04459 -0.4208
C -8.22819 1.52532 1.95982 0.6188
O -9.35708 1.40141 1.61412 -0.5544
O -7.62808 2.67660 2.31665 -0.3905
H -6.65754 3.36023 4.85244 0.3683
H -5.42519 2.14128 4.81617 0.2990
H -7.09183 1.70739 4.76145 0.3656
H -5.60708 3.09023 2.44217 -0.2734
H -5.58245 0.38611 3.11762 0.2019
H -5.45866 1.00772 1.41045 -0.0848
C -0.57653 -5.79627 -3.09760 -1.2298
C -1.27231 -6.86165 -2.27288 0.3451
C -2.44310 -7.57329 -2.91766 -0.5439
O -2.30541 -8.93844 -2.53633 -0.3279
C -0.99900 -9.16137 -2.29066 0.6371
O -0.46722 -10.20915 -2.14809 -0.5157
O -0.32724 -7.97926 -2.24995 -0.3593
H 0.44884 -5.75802 -2.73884 0.3671
H -1.03667 -4.81208 -3.03419 0.2696
H -0.62954 -6.18500 -4.11366 0.3711
H -1.44566 -6.60827 -1.22692 0.3531
H -2.44830 -7.53869 -4.01585 0.2931
H -3.43392 -7.17292 -2.69425 0.3367
C 0.12411 -1.70423 -1.15423 -0.5118
C -0.61463 -1.25227 0.06743 0.7595
C -0.12952 0.04136 0.68745 -0.0972
O -1.37616 0.60488 1.13235 0.0745
C -2.37511 0.15447 0.34165 0.1494
O -3.45470 0.65464 0.40191 -0.4824
O -1.95349 -0.87757 -0.40190 -0.4945
H -0.40487 -2.51406 -1.66096 0.0692
H 1.11675 -2.07010 -0.89538 0.2983
H 0.24407 -0.91229 -1.89315 -0.1261
H -0.74108 -2.01528 0.83226 0.1913
H 0.32118 0.69009 -0.07223 0.1954
H 0.51279 0.03178 1.56125 0.0384
C -1.23367 3.23783 2.51707 -1.0402
C -1.43768 4.70971 2.77968 0.5701
C -2.61263 5.34720 2.03060 0.2115
O -3.12961 6.28135 2.97877 -0.3659
C -2.75592 5.89174 4.21961 0.5604
O -3.16253 6.38023 5.21974 -0.5651
O -1.87885 4.87278 4.14697 -0.3247
H -0.27441 2.97838 2.96910 0.2362
H -1.17307 3.06944 1.43950 0.2833
H -2.01459 2.56944 2.86895 0.1702
H -0.53836 5.31674 2.66886 0.2691
H -3.38798 4.60890 1.80230 -0.3891
H -2.35018 5.89107 1.12676 0.3479
C -3.25295 3.00593 -1.88240 -0.9430
C -4.46716 3.91092 -1.88980 0.4841
C -5.59813 3.48933 -0.93244 0.1841
O -5.85937 4.66300 -0.15609 -0.3290
C -5.03835 5.66541 -0.52889 0.6502
O -5.10516 6.79132 -0.16818 -0.5437
O -4.07940 5.18471 -1.36146 -0.4162
H -3.41816 2.17901 -2.57155 0.4107
H -3.02323 2.69958 -0.86401 -0.2020
H -2.37808 3.56509 -2.22348 0.3865
H -4.82900 4.06094 -2.90786 0.2617
H -5.41808 2.62796 -0.29344 -0.3260
H -6.51709 3.30105 -1.49062 0.3907
```

Record 2
DFT (ωB97M-V with the def2-TZVPD basis set) results for 10 unconnected molecules or ions with the total composition C44H68N13O3 at a distorted geometry.

Results
Frontier orbital gap   8.0 eV
Total charge   +1
Strongest force on any atom   7.93 eV/Å
Lowest unoccupied orbital energy   -3.3 eV

```
128
Properties=species:S:1:pos:R:3:mulliken_charge:R:1
C 0.79373 -4.50051 5.28860 -0.2939
C 1.59071 -3.94985 4.38035 -0.0560
N 2.50454 -2.99261 3.71719 0.2043
C 3.96751 -3.15469 4.00484 -0.4256
C 5.12484 -2.95861 4.62524 -0.1557
C 2.12996 -1.96099 2.91520 0.3574
N 3.10495 -1.42189 1.92638 -0.5770
C 2.48947 -0.28872 1.20861 0.3621
C 3.07882 0.68975 0.06771 -0.2149
O 3.09560 0.05979 -1.23661 -0.3440
C 1.87002 0.31990 -1.98319 -0.4945
N 1.17366 -0.26489 1.85833 0.7482
C 0.20026 0.82389 1.41744 -0.3155
C 0.52646 2.10759 2.39843 -0.5136
C 0.45831 3.53218 1.63230 -0.1181
C -0.81106 4.34007 2.29635 -0.3458
C -1.02625 5.75366 1.54752 -0.7764
C -1.62594 5.55467 0.05896 -0.4953
O -2.00719 4.18105 -0.26491 -0.0149
C -2.41632 4.07091 -1.64797 0.7110
O -3.62516 3.76780 -1.93892 -0.5623
C -1.38773 4.34001 -2.85677 -0.3188
C -1.06297 3.31968 -3.85135 -0.7491
N 0.89800 -1.17114 2.83461 0.0577
C -0.32882 -1.34089 3.67597 -0.4049
C -1.40003 -2.41469 3.11967 -0.4969
C -2.65886 -1.74717 2.33281 -0.3424
C -3.61439 -0.84013 3.26650 -0.2912
C -4.63440 0.11900 2.39863 0.3090
C -4.66808 1.57291 3.10222 -0.1236
C -5.79156 2.58403 2.53173 -0.5778
C -7.21376 1.90003 2.17562 -0.2225
C -8.35325 3.05852 2.40187 -1.1004
H 0.16749 -5.01782 6.11831 0.3567
H 6.15446 -2.79435 5.14009 0.4058
H 2.42801 1.66168 0.08676 0.2024
H 4.13536 1.03786 0.42385 0.2476
H 1.02390 -0.43735 -1.78237 0.2647
H 1.42211 1.37442 -1.80492 0.1671
H 2.13678 0.25382 -3.11838 0.2761
H 0.36885 1.08846 0.30591 0.1740
H -0.87650 0.45884 1.64584 -0.3995
H 1.63606 1.96358 2.74004 0.2340
H -0.13746 2.03515 3.33686 0.4028
H 0.31772 3.33928 0.50599 0.0083
H 1.44408 4.13320 1.81375 0.2967
H -0.55156 4.43199 3.42403 0.4427
H -1.72696 3.62695 2.24408 -0.0927
H 0.00193 6.27457 1.49835 0.3216
H -1.70899 6.44728 2.18059 0.3265
H -2.57222 6.21395 -0.05519 0.3560
H -0.80402 5.88912 -0.69399 0.2957
H -0.88878 5.36924 -3.00267 0.2877
H 0.01202 2.98671 -4.08932 0.2916
H -1.95539 2.88414 -4.43845 0.2154
H -0.02677 -1.66129 4.74568 0.4460
H -0.87043 -0.31039 3.69765 -0.0845
H -0.85552 -3.08199 2.32725 0.3190
H -1.80189 -3.14577 3.93775 0.2246
H -3.32649 -2.60169 1.90349 0.4239
H -2.25595 -1.17269 1.40973 0.1283
H -3.02509 -0.15272 4.00830 0.2925
H -4.28170 -1.50729 3.95492 -0.1327
H -4.30096 0.14854 1.28045 -0.5393
H -5.66281 -0.41931 2.45710 0.3795
H -4.76536 1.39932 4.23773 0.3627
H -3.63545 2.06916 2.88658 -0.3720
H -5.45235 3.21166 1.61637 0.1861
H -5.98756 3.36638 3.37956 0.3336
H -7.41985 1.03737 2.90901 0.2479
H -7.17350 1.55715 1.06453 0.2069
H -9.37075 2.70898 1.98347 0.3350
H -8.42263 3.29394 3.53339 0.2945
H -7.97631 4.01326 1.86723 0.2780
C -5.07972 -3.23180 6.74853 -0.8556
C -5.36745 -1.83242 6.41345 0.4747
N -5.59457 -0.73114 6.15089 -0.3942
H -4.02010 -3.46749 6.61755 0.2118
H -5.33633 -3.45806 7.78694 0.3462
H -5.64597 -3.92167 6.11686 0.2799
C 6.91498 -0.11730 2.14025 -0.1452
C 7.74651 -0.75524 3.16664 0.2843
N 8.39858 -1.25878 3.97446 -0.4670
H 6.95275 0.97330 2.21111 0.3163
H 7.24129 -0.38828 1.13204 0.2061
H 5.86533 -0.41216 2.23139 -0.1690
C 9.49025 -3.75329 0.97053 -0.5578
C 8.85798 -2.75661 0.09962 0.4315
N 8.36042 -1.97224 -0.58574 -0.4966
H 8.95541 -4.70600 0.94580 0.1409
H 10.52258 -3.95380 0.67124 0.2725
H 9.51405 -3.42170 2.01251 0.2329
C 6.32568 -5.07042 -2.21936 -0.7984
C 7.15422 -5.70937 -1.19104 0.3728
N 7.80610 -6.21177 -0.38284 -0.4140
H 6.36502 -3.98005 -2.14737 0.2582
H 6.65411 -5.34116 -3.22642 0.2792
H 5.27621 -5.36402 -2.13048 0.2763
C -3.52642 4.09840 -7.59139 -0.6411
C -3.04683 2.75152 -7.26086 0.4322
N -2.66956 1.69037 -7.00206 -0.4181
H -2.75566 4.85420 -7.41966 0.2864
H -3.82491 4.17371 -8.63822 0.0131
H -4.39386 4.37686 -6.98647 0.2981
C -4.49250 0.85415 -2.13417 -0.4849
C -4.43854 -0.40817 -1.38785 0.4493
N -4.39610 -1.40101 -0.80130 -0.4431
H -5.42548 1.39284 -1.94878 0.2975
H -3.67337 1.52163 -1.85702 -0.1672
H -4.42356 0.68729 -3.21273 0.3921
C -3.70160 4.00169 -11.97481 -0.8103
C -3.46573 5.01099 -10.93604 0.4557
N -3.28025 5.80484 -10.11942 -0.4310
H -4.17139 4.43780 -12.86038 0.2950
H -2.76883 3.53310 -12.29996 0.2695
H -4.35877 3.20344 -11.61890 0.2892
C -0.37103 -1.10660 -7.32476 -0.5716
C 0.88183 -1.35797 -8.04650 0.3054
N 1.86666 -1.55551 -8.61339 -0.3490
H -1.00662 -1.99579 -7.29895 0.2688
H -0.18685 -0.81022 -6.28864 0.1633
H -0.95218 -0.30680 -7.79164 0.1809
C 9.30010 -9.40306 0.46778 -0.5263
C 10.12954 -10.04151 1.49642 0.2762
N 10.78128 -10.54327 2.30489 -0.3480
H 9.33818 -8.31277 0.53850 0.0898
H 9.62787 -9.67382 -0.53956 0.2610
H 8.25070 -9.69674 0.55659 0.2513
```

Record 3
DFT (ωB97M-V with the def2-TZVPD basis set) results for a molecular structure, C44H71FeN2O4SSi at a distorted geometry.

Results
Frontier orbital gap (spin up / spin down)   8.0 / 6.8 eV
Total charge   0
Strongest force on any atom   1.22 eV/Å
Expectation value of S²   8.7754
Multiplicity   6
Lowest unoccupied orbital energy (spin up / spin down)   0.2 / -1.2 eV

```
124
Properties=species:S:1:pos:R:3:mulliken_charge:R:1
Fe -0.41484 -0.69032 1.03252 0.7734
C -1.09766 -2.27212 3.04958 -0.4673
C -1.61903 -2.88844 1.90451 0.0240
C -2.63711 -1.98267 1.36807 -0.7387
C -2.65872 -0.85659 2.21595 -0.0741
C -1.74674 -1.03525 3.27665 0.1911
C -1.65576 -0.18355 4.51652 2.4281
C -1.82751 1.29920 4.16101 -1.6744
C -0.32029 -0.39207 5.24346 -1.8835
C -2.79457 -0.61930 5.45542 -1.8889
C -3.64872 -2.11583 0.23232 2.5194
C -4.69797 -0.99345 0.31086 -2.0105
C -2.96054 -1.97629 -1.13968 -1.6474
C -4.43761 -3.43167 0.32124 -1.8689
C -1.16795 -4.30596 1.55269 2.3081
C 0.25898 -4.55334 2.08353 -2.1247
C -2.10213 -5.30108 2.26518 -1.7103
C -1.11325 -4.60634 0.04901 -1.6466
H -0.37088 -2.70928 3.71430 0.3290
H -3.33958 -0.02616 2.13681 0.5927
H -1.10770 1.59102 3.39320 0.1987
H -1.67029 1.91785 5.04657 0.4463
H -2.83243 1.50096 3.78652 0.3487
H 0.50952 -0.27030 4.55144 0.2362
H -0.26651 -1.39079 5.68168 0.2865
H -0.22064 0.33351 6.05351 0.4696
H -3.76675 -0.47475 4.98063 0.3255
H -2.76316 -0.03208 6.37577 0.4790
H -2.69396 -1.67527 5.71255 0.3505
H -4.24895 -0.01320 0.14560 0.1395
H -5.21312 -0.99556 1.27317 0.3350
H -5.44330 -1.15166 -0.46979 0.5150
H -2.46664 -1.00471 -1.20447 -0.1065
H -3.70481 -2.04092 -1.93753 0.6598
H -2.20830 -2.74491 -1.30375 -0.1613
H -4.91388 -3.51881 1.30053 0.3218
H -3.82200 -4.31043 0.16067 0.2593
H -5.22120 -3.43471 -0.43830 0.4863
H 0.28570 -4.62794 3.17152 0.3585
H 0.92823 -3.75548 1.76125 0.3319
H 0.63152 -5.49781 1.68388 0.4881
H -2.10790 -5.10513 3.33912 0.3154
H -1.74974 -6.32219 2.10198 0.4818
H -3.12744 -5.22891 1.90499 0.2187
H -0.43691 -3.90426 -0.43895 0.0053
H -2.08429 -4.55479 -0.43284 0.2340
H -0.72837 -5.61653 -0.10332 0.6084
C -3.49996 4.79599 -1.09996 -1.8713
C -3.03144 3.65727 -1.99877 1.8752
C -3.74845 2.36236 -1.62249 -1.4012
C -3.27586 3.99163 -3.46861 -1.6794
O -1.61518 3.54960 -1.79413 0.1350
Si -0.57566 2.32251 -2.01024 -2.5288
S -0.64092 1.05213 -0.32013 1.3138
O 0.92810 2.91706 -2.16543 0.8374
C 1.59399 4.04420 -1.59166 1.8966
C 1.35522 4.09514 -0.08298 -1.2270
C 1.09344 5.32622 -2.25573 -1.8252
C 3.07864 3.84965 -1.88481 -1.7182
O -0.97441 1.47356 -3.33258 0.2491
C -0.19836 0.84394 -4.36024 1.9541
C -1.17556 -0.01907 -5.14938 -1.8697
C 0.88282 -0.03332 -3.73198 -1.1565
C 0.41898 1.91407 -5.25950 -1.7449
H -4.57510 4.94386 -1.20904 0.4411
H -2.98373 5.72014 -1.36431 0.3797
H -3.27555 4.56217 -0.05826 0.3057
H -4.82725 2.49751 -1.70868 0.6723
H -3.50103 2.08500 -0.59722 0.1184
H -3.43604 1.55146 -2.28354 0.1470
H -4.34551 4.07432 -3.66736 0.4498
H -2.85735 3.20260 -4.09436 0.1314
H -2.79129 4.93481 -3.72678 0.3834
H 0.30163 4.29233 0.12420 0.2116
H 1.96100 4.88586 0.36294 0.6288
H 1.61237 3.13440 0.36789 -0.0367
H 0.02045 5.42729 -2.09884 0.1401
H 1.28495 5.28981 -3.32973 0.3695
H 1.60438 6.19303 -1.83358 0.4755
H 3.42541 2.90469 -1.46330 0.1488
H 3.65489 4.66945 -1.45352 0.4380
H 3.24956 3.82585 -2.96207 0.3909
H -1.61212 -0.77715 -4.49713 0.2597
H -0.65795 -0.51317 -5.97260 0.4378
H -1.98218 0.59383 -5.55447 0.4017
H 0.43049 -0.72865 -3.02127 -0.0265
H 1.60357 0.58254 -3.19123 0.0584
H 1.40472 -0.59184 -4.51077 0.7813
H -0.36586 2.54486 -5.68153 0.3917
H 0.98157 1.45415 -6.07335 0.4861
H 1.08811 2.54107 -4.67212 0.1130
N 6.76622 -5.49946 -4.19403 -0.5180
C 5.91546 -4.98898 -3.61246 -0.0273
C 4.87023 -4.34942 -2.87834 0.5370
C 4.94737 -4.27417 -1.48573 -0.8480
C 3.95502 -3.63548 -0.77201 -0.4453
C 2.85908 -3.05732 -1.42590 0.5269
C 2.78564 -3.15130 -2.82042 -0.0269
C 3.77733 -3.78739 -3.53955 -0.9057
C 1.84259 -2.39477 -0.67550 0.6020
C 0.97315 -1.86854 -0.00345 -0.7698
H 5.78946 -4.72628 -0.97904 0.4434
H 4.01432 -3.57311 0.30638 0.5374
H 1.94002 -2.71429 -3.33316 0.4909
H 3.71713 -3.85717 -4.61738 0.4531
O 1.00333 0.26156 2.41020 -0.3745
C 2.02504 0.94446 2.26006 -0.1687
C 2.42827 1.96906 3.28784 -0.7966
C 3.75503 1.63109 3.98623 -0.7125
C 4.99150 2.01767 3.17481 -0.7714
C 5.15309 1.23939 1.87068 -0.9476
C 4.02246 1.48226 0.87002 -0.6690
N 2.79726 0.76608 1.18508 1.1568
H 1.61884 2.00751 4.01392 0.3875
H 2.50280 2.95147 2.81097 0.3974
H 3.78054 0.56292 4.21908 0.3299
H 3.78344 2.16854 4.93537 0.4025
H 5.88093 1.85901 3.78875 0.3860
H 4.94642 3.08886 2.95235 0.3288
H 5.21546 0.16801 2.07924 0.3496
H 6.09343 1.53794 1.40149 0.4210
H 4.33197 1.14540 -0.11741 0.5155
H 3.81866 2.55590 0.80327 0.1916
H 2.46617 0.04572 0.55166 -0.4758
```

- What is the strongest force on any atom in the second record?
  7.93 eV/Å